{"formula": "C41H36ClCuN7P", "method": "ωB97M-V with the def2-TZVPD basis set", "symbols": ["Cu", "C", "C", "C", "C", "C", "N", "C", "C", "C", "C", "C", "C", "C", "N", "C", "C", "C", "N", "C", "C", "N", "C", "C", "C", "N", "H", "H", "H", "H", "H", "H", "H", "H", "H", "H", "H", "H", "H", "H", "H", "H", "H", "H", "Cl", "C", "C", "C", "C", "C", "C", "P", "C", "C", "C", "C", "C", "C", "C", "C", "C", "C", "C", "C", "H", "H", "H", "H", "H", "H", "H", "H", "H", "H", "H", "H", "H", "H", "N", "C", "C", "C", "N", "H", "H", "H", "H"], "xyz": [[0.349502, -0.256380, 0.155755], [4.246527, -3.951110, 4.788866], [3.587493, -2.894385, 3.939847], [4.063760, -1.589958, 3.879498], [3.426236, -0.632402, 3.120929], [2.281326, -0.897735, 2.347492], [1.622565, 0.108535, 1.654265], [2.250667, 1.317685, 1.331358], [3.603065, 1.480001, 1.013593], [4.135520, 2.711220, 0.673348], [3.341846, 3.852161, 0.599030], [3.910006, 5.191708, 0.209434], [1.986880, 3.699518, 0.853079], [1.457057, 2.470320, 1.212821], [0.048569, 2.405275, 1.447877], [-0.719157, 3.279153, 2.133109], [-2.019700, 2.846362, 2.044355], [-1.948509, 1.678067, 1.274512], [-0.698870, 1.414654, 0.923455], [1.777181, -2.207848, 2.459422], [2.428671, -3.161745, 3.239810], [0.528946, -2.622800, 1.856385], [-0.007687, -3.863834, 1.871885], [-1.303534, -3.781373, 1.421811], [-1.486159, -2.428705, 1.142709], [-0.386272, -1.728450, 1.404506], [5.285882, -3.696537, 4.992394], [3.740019, -4.056365, 5.750593], [4.229454, -4.925724, 4.299777], [4.941065, -1.310484, 4.451663], [3.800720, 0.379815, 3.147203], [4.249835, 0.613174, 1.033231], [5.193472, 2.784831, 0.448172], [4.998200, 5.182976, 0.248412], [3.615986, 5.463676, -0.806380], [3.555551, 5.980763, 0.873419], [1.320268, 4.549977, 0.757119], [-0.279476, 4.120497, 2.641486], [-2.891265, 3.298091, 2.484267], [-2.743062, 1.012046, 0.975244], [2.003050, -4.150074, 3.338663], [0.546518, -4.719925, 2.207797], [-2.008903, -4.585244, 1.300817], [-2.355949, -1.926639, 0.753414], [-1.172457, 1.810638, -2.228116], [-1.462694, 0.819559, -3.646125], [-1.831664, 1.487765, -4.804855], [-2.121534, 0.758605, -5.945673], [-2.051850, -0.628169, -5.920230], [-1.683944, -1.272524, -4.753277], [-1.369310, -0.564906, -3.589054], [-0.918158, -1.490830, -2.069823], [-2.319097, -2.669218, -2.031033], [-3.560228, -2.128351, -1.689922], [-4.689850, -2.926944, -1.629666], [-4.589113, -4.287373, -1.901322], [-3.360620, -4.831298, -2.243289], [-2.228047, -4.026589, -2.312154], [0.511250, -2.504818, -2.566397], [0.939290, -3.452103, -1.631640], [2.066111, -4.220559, -1.871900], [2.793340, -4.037414, -3.044134], [2.383995, -3.088922, -3.967080], [1.244649, -2.325596, -3.732825], [-1.901492, 2.566457, -4.800790], [-2.413732, 1.275240, -6.850275], [-2.291054, -1.204468, -6.803906], [-1.646935, -2.355207, -4.731414], [-3.647224, -1.064127, -1.483982], [-5.646734, -2.491448, -1.373088], [-5.467549, -4.917151, -1.852094], [-3.278513, -5.887094, -2.466547], [-1.279015, -4.468940, -2.589201], [0.377887, -3.595413, -0.713261], [2.380388, -4.960304, -1.146411], [3.673497, -4.637050, -3.236497], [2.948789, -2.940528, -4.878861], [0.941414, -1.587678, -4.464103], [1.874109, 0.927574, -2.194788], [3.057614, 0.919639, -2.828332], [3.803852, -0.099916, -2.282569], [2.973186, -0.663482, -1.307005], [1.802665, -0.039757, -1.265309], [1.076484, 1.531063, -2.342441], [3.277772, 1.628564, -3.608875], [4.802706, -0.396653, -2.550982], [3.165524, -1.490162, -0.639598]], "forces_ev_per_a": [[0.21, -0.20, 0.35], [-0.02, 0.05, -0.03], [0.06, -0.05, 0.08], [0.03, 0.05, 0.00], [0.12, 0.02, 0.08], [-0.15, 0.30, -0.12], [0.01, 0.04, -0.25], [-0.14, -0.21, 0.09], [0.14, 0.00, -0.06], [0.00, -0.03, 0.01], [0.05, 0.06, -0.04], [-0.01, -0.05, 0.01], [-0.03, 0.06, -0.03], [-0.25, 0.10, 0.00], [0.15, -0.15, 0.09], [0.10, -0.01, 0.00], [-0.04, -0.04, -0.02], [-0.05, -0.08, 0.05], [-0.12, 0.21, -0.22], [-0.24, -0.22, -0.06], [-0.06, -0.05, -0.08], [0.05, 0.21, 0.09], [0.07, 0.03, 0.07], [-0.05, -0.01, -0.01], [-0.05, 0.12, 0.07], [0.18, -0.40, -0.26], [0.00, 0.01, -0.01], [0.00, 0.01, -0.01], [-0.01, 0.02, 0.00], [-0.02, 0.00, -0.01], [0.00, -0.03, 0.03], [0.00, 0.03, -0.01], [-0.02, -0.01, 0.01], [-0.01, -0.01, 0.00], [0.00, -0.01, 0.00], [0.00, -0.01, 0.00], [0.00, -0.02, 0.01], [0.00, -0.02, -0.01], [0.02, -0.01, -0.01], [0.02, 0.03, -0.01], [0.02, 0.00, 0.00], [-0.01, 0.00, -0.01], [0.02, 0.02, 0.02], [0.01, -0.02, -0.02], [-0.14, -0.04, -0.06], [-0.04, 0.14, 0.00], [-0.01, -0.03, -0.06], [0.01, 0.04, 0.02], [0.02, 0.00, 0.04], [-0.02, -0.04, -0.04], [0.10, -0.07, 0.01], [-0.02, 0.21, 0.13], [-0.02, 0.08, 0.05], [-0.05, 0.05, 0.00], [0.03, -0.03, -0.01], [0.03, 0.03, 0.00], [0.00, 0.03, 0.00], [0.04, -0.07, 0.00], [-0.06, -0.09, 0.01], [0.02, 0.01, 0.01], [0.02, 0.04, -0.04], [-0.02, -0.02, 0.04], [-0.04, 0.02, 0.00], [0.02, 0.00, -0.01], [0.00, 0.00, 0.00], [0.00, 0.00, 0.01], [0.00, 0.01, 0.01], [0.01, 0.00, 0.00], [0.01, -0.03, 0.01], [0.01, 0.00, 0.00], [0.00, 0.00, 0.00], [0.00, 0.00, 0.00], [-0.02, 0.03, 0.01], [0.02, 0.00, -0.02], [0.00, 0.00, 0.00], [0.00, 0.01, 0.01], [-0.01, 0.00, 0.01], [-0.01, 0.01, 0.00], [0.04, -0.07, 0.01], [-0.01, 0.01, 0.01], [-0.02, -0.05, 0.04], [0.01, -0.09, -0.02], [0.11, 0.14, 0.00], [0.06, 0.00, 0.04], [-0.01, -0.01, 0.01], [-0.03, 0.00, 0.01], [-0.01, 0.03, -0.01]], "lowdin_charge": [0.438, -0.045, -0.276, -0.033, -0.020, -0.210, 0.019, -0.243, -0.039, -0.025, -0.267, -0.043, 0.019, -0.124, -0.066, -0.038, -0.035, -0.135, 0.002, -0.094, 0.008, -0.046, -0.056, -0.033, -0.147, 0.024, 0.078, 0.086, 0.079, 0.119, 0.107, 0.114, 0.118, 0.078, 0.084, 0.083, 0.127, 0.134, 0.103, 0.110, 0.105, 0.121, 0.111, 0.100, 0.728, -0.618, -0.101, -0.057, -0.055, -0.085, -0.377, 1.091, -0.382, -0.117, -0.069, -0.071, -0.067, -0.082, -0.384, -0.122, -0.068, -0.071, -0.070, -0.085, 0.107, 0.115, 0.114, 0.117, 0.108, 0.109, 0.109, 0.109, 0.103, 0.082, 0.110, 0.109, 0.111, 0.103, 0.026, -0.063, -0.037, -0.139, -0.043, 0.059, 0.127, 0.108, 0.127], "lumo_energy_ev": [-1.8191, -3.5238], "gap_ev": [7.56, 5.81], "relative_energy_kcal_mol": 4.3, "largest_force_ev_per_a": 0.513, "charge": 1, "multiplicity": 2}